ORCA calculation (the ωB97M-V functional and the def2-TZVPD basis) on C4H5BrCl2 in the gas phase at a distorted geometry.

Element x y z (Å)
C -1.496 0.793 0.449
C -1.044 -0.421 0.429
Br -2.094 -2.006 0.129
C 0.708 -0.740 -0.034
C 1.197 0.558 -0.464
Cl 1.538 -1.384 1.349
Cl 0.684 -2.020 -1.281
H -2.576 0.910 0.740
H -0.941 1.655 0.387
H 0.792 0.804 -1.414
H 0.967 1.382 0.209
H 2.264 0.469 -0.500

For the LUMO energy, the calculation gives 0.612 eV. The value obtained for the maximum force is 5.26 eV/A. As for the SMILES: C=C(Br)C(C)(Cl)Cl. For the HOMO energy, the calculation gives -9.9 eV. The molecular weight is 203.89 g/mol. The calculation puts the total energy at -3649.74175 hartree.

Atomic partial charges in e from the Mulliken method, atoms 1 to 6: C -0.60; C 0.08; Br -0.09; C 0.83; C -1.58; Cl -0.14



ORCA calculation (the ωB97M-V functional and the def2-TZVPD basis) on 12 unconnected molecules or ions with the total composition C32H61Cl22FNO6P at a distorted geometry.

Element x y z (Å)
C 7.518 1.392 -1.296
O 6.356 1.038 -0.566
C 5.286 0.604 -1.390
C 4.907 -0.846 -1.054
C 3.725 -1.377 -1.897
C 2.405 -0.618 -1.635
C 1.556 -0.440 -2.918
C 0.647 0.825 -2.894
O 1.136 1.946 -3.623
C 2.387 2.365 -3.275
O 3.358 1.904 -3.676
P 2.629 3.834 -2.116
O 3.003 3.403 -0.756
C 0.215 1.182 -1.490
O 0.279 2.246 -1.013
N -0.371 0.075 -0.714
C -1.628 0.322 -0.253
O -2.097 -0.276 0.615
F -2.364 1.312 -0.807
H 7.463 2.416 -1.693
H 8.360 1.247 -0.614
H 7.674 0.705 -2.142
H 4.437 1.271 -1.204
H 5.541 0.631 -2.454
H 4.754 -0.980 0.021
H 5.782 -1.448 -1.344
H 3.641 -2.443 -1.693
H 4.041 -1.288 -2.946
H 2.625 0.314 -1.101
H 1.850 -1.258 -0.949
H 0.911 -1.328 -3.036
H 2.215 -0.378 -3.786
H -0.270 0.517 -3.411
H 3.719 4.539 -2.689
H 1.514 4.702 -2.192
H 0.253 -0.184 0.044
Cl -2.073 3.010 3.437
C -3.116 2.719 2.021
C -3.940 3.929 1.663
Cl -5.185 4.287 2.892
H -3.744 1.858 2.236
H -2.467 2.459 1.191
H -4.464 3.753 0.725
H -3.320 4.816 1.547
Cl 2.466 -0.210 1.961
C 1.818 -1.764 2.548
C 2.737 -2.925 2.254
Cl 2.833 -3.276 0.508
H 0.839 -1.910 2.096
H 1.687 -1.664 3.625
H 2.353 -3.822 2.739
H 3.747 -2.745 2.615
Cl 0.043 -2.975 -1.829
C -0.685 -4.523 -1.317
C 0.188 -5.703 -1.664
Cl 0.289 -5.976 -3.423
H -1.667 -4.604 -1.778
H -0.818 -4.468 -0.236
H -0.230 -6.609 -1.225
H 1.201 -5.572 -1.287
Cl -3.347 -5.683 -2.852
C -3.836 -7.074 -3.845
C -3.942 -8.340 -3.032
Cl -2.351 -8.911 -2.462
H -3.118 -7.177 -4.656
H -4.806 -6.830 -4.276
H -4.363 -9.136 -3.645
H -4.580 -8.202 -2.162
Cl 8.762 1.135 1.638
C 7.880 -0.340 2.099
C 8.662 -1.595 1.810
Cl 8.841 -1.878 0.058
H 6.928 -0.335 1.570
H 7.680 -0.269 3.168
H 8.136 -2.458 2.218
H 9.657 -1.561 2.249
Cl 9.517 -6.517 1.975
C 8.577 -6.658 0.468
C 7.964 -5.344 0.055
Cl 6.676 -4.824 1.174
H 7.819 -7.425 0.615
H 9.265 -7.000 -0.305
H 7.507 -5.442 -0.929
H 8.707 -4.553 0.010
Cl -5.411 10.050 4.850
C -5.782 8.312 4.988
C -6.319 7.739 3.701
Cl -7.942 8.368 3.310
H -6.486 8.183 5.808
H -4.852 7.809 5.253
H -6.412 6.659 3.789
H -5.663 7.958 2.861
Cl -4.412 -2.763 -5.012
C -6.054 -2.398 -4.425
C -6.385 -3.141 -3.154
Cl -6.541 -4.896 -3.419
H -6.757 -2.637 -5.220
H -6.095 -1.325 -4.242
H -7.341 -2.795 -2.764
H -5.626 -2.985 -2.390
Cl -6.620 0.243 6.030
C -6.126 1.955 6.009
C -4.717 2.150 6.509
Cl -4.571 1.812 8.254
H -6.842 2.519 6.603
H -6.200 2.293 4.976
H -4.412 3.185 6.361
H -4.014 1.508 5.983
Cl 3.286 -2.666 -6.929
C 3.837 -0.973 -6.983
C 5.249 -0.817 -6.476
Cl 5.365 -1.126 -4.724
H 3.139 -0.373 -6.403
H 3.784 -0.654 -8.023
H 5.588 0.205 -6.642
H 5.934 -1.492 -6.984
Cl -12.284 7.350 5.714
C -11.788 9.061 5.696
C -10.378 9.252 6.194
Cl -10.227 8.911 7.938
H -12.502 9.625 6.292
H -11.860 9.401 4.663
H -10.072 10.287 6.047
H -9.678 8.610 5.664

For the LUMO energy, the calculation gives 0.069 eV. The value obtained for the maximum force is 4.70 eV/A. As for the SMILES: COCCCCC[C@H](OC(=O)[PH2]=O)C(=O)NC(=O)F.ClCCCl.ClCCCl.ClCCCl.ClCCCl.ClCCCl.ClCCCl.ClCCCl.ClCCCl.ClCCCl.ClCCCl.ClCCCl. For the HOMO energy, the calculation gives -9.0 eV. The molecular weight is 1385.78 g/mol. The calculation puts the total energy at -12327.54531 hartree.

Atomic partial charges in e from the Mulliken method, atoms 1 to 6: C -0.58; O -0.29; C -0.01; C 0.03; C -0.19; C 1.04



ORCA calculation (the ωB97M-V functional and the def2-TZVPD basis) on 2 unconnected molecules or ions with the total composition C2HIN2O2 at a distorted geometry.

Element x y z (Å)
C -0.212 0.648 -0.775
C 0.327 0.438 1.975
N -0.194 -0.485 -1.143
N -0.175 -1.693 -1.047
O -0.471 -0.352 2.191
O 1.133 1.229 1.793
I 0.494 2.430 -1.469
H -0.903 -2.214 -1.526

For the LUMO energy (alpha / beta), the calculation gives -0.504 / -0.504 eV. The value obtained for the maximum force is 2.17 eV/A. For the HOMO energy (alpha / beta), the calculation gives -8.8 / -8.8 eV. The molecular weight is 211.95 g/mol. The calculation puts the total energy at -634.41731 hartree.

Atomic partial charges in e from the Mulliken method, atoms 1 to 6: C -0.15; C 0.75; N 0.50; N -0.83; O -0.36; O -0.37



ORCA calculation (the ωB97M-V functional and the def2-TZVPD basis) on C5H11NO in the gas phase.

Element x y z (Å)
C -2.730 -0.370 -0.894
N -1.451 0.342 -0.801
C -0.497 -0.097 0.136
O -0.772 -0.940 0.967
C 0.970 0.380 0.012
C 1.434 1.069 1.303
C 1.838 -0.869 -0.248
H -3.038 -0.415 -1.947
H -3.542 0.111 -0.331
H -2.601 -1.377 -0.499
H -1.642 1.331 -0.760
H 1.092 1.069 -0.833
H 1.276 0.407 2.160
H 0.890 2.002 1.485
H 2.502 1.313 1.254
H 2.904 -0.609 -0.276
H 1.687 -1.599 0.554
H 1.587 -1.351 -1.198

For the LUMO energy, the calculation gives 0.974 eV. The value obtained for the maximum force is 0.86 eV/A. As for the SMILES: CNC(=O)C(C)C. For the HOMO energy, the calculation gives -9.6 eV. The molecular weight is 101.15 g/mol. The calculation puts the total energy at -327.11230 hartree.

Atomic partial charges in e from the Mulliken method, atoms 1 to 6: C -0.82; N -0.26; C 0.36; O -0.58; C 0.66; C -1.39



ORCA calculation (the ωB97M-V functional and the def2-TZVPD basis) on a molecular structure, C24H14BF4IrN7O2Se at a distorted geometry.

Element x y z (Å)
Ir -0.269 -0.089 -0.336
O 3.063 1.109 2.013
C 1.952 1.023 1.550
N 1.275 -0.123 1.263
C 1.802 -1.315 1.673
O 2.792 -1.470 2.344
C 0.969 -2.473 1.193
C 1.427 -3.767 1.389
C 0.652 -4.816 0.917
C -0.576 -4.532 0.347
C -0.979 -3.207 0.236
N -0.197 -2.205 0.606
C 1.142 2.252 1.210
C 1.677 3.507 1.476
C 0.922 4.630 1.170
C -0.349 4.448 0.648
C -0.802 3.156 0.416
N -0.062 2.085 0.667
H 2.370 -3.921 1.888
H 1.004 -5.833 0.994
H -1.221 -5.315 -0.018
H -1.945 -2.962 -0.174
H 2.664 3.574 1.907
H 1.313 5.622 1.340
H -0.987 5.285 0.413
H -1.787 2.987 0.010
Se 1.983 3.405 -7.049
N 2.776 2.317 -5.931
C 1.956 2.031 -4.939
C 2.269 1.167 -3.837
C 3.449 0.418 -3.762
C 3.644 -0.422 -2.688
C 2.683 -0.446 -1.678
N 1.571 0.259 -1.742
C 1.311 1.022 -2.811
C -0.007 1.608 -2.938
N -0.927 1.302 -2.013
C -2.180 1.680 -2.173
C -2.595 2.455 -3.254
C -1.664 2.834 -4.195
C -0.343 2.397 -4.055
C 0.674 2.658 -5.032
N 0.520 3.428 -6.092
H 4.162 0.493 -4.569
H 4.520 -1.050 -2.622
H 2.822 -1.064 -0.804
H -2.889 1.343 -1.428
H -3.631 2.733 -3.353
H -1.934 3.428 -5.054
F -1.717 -0.920 -3.694
B -1.527 -1.753 -2.643
F -2.150 -1.141 -1.473
F -1.955 -3.011 -2.802
F -0.148 -1.725 -2.278

The expectation value of S² is 6.01. As for the spin multiplicity: 5. For the LUMO energy (alpha / beta), the calculation gives -3.902 / -5.887 eV. The value obtained for the maximum force is 1.39 eV/A. The total charge is +1. For the HOMO energy (alpha / beta), the calculation gives -12.1 / -12.1 eV. The molecular weight is 790.40 g/mol. The calculation puts the total energy at -4386.81984 hartree.

Atomic partial charges in e from the Mulliken method, atoms 1 to 6: Ir 2.23; O -0.60; C 0.03; N -0.25; C -0.06; O -0.57



ORCA calculation (the ωB97M-V functional and the def2-TZVPD basis) on 9 unconnected molecules or ions with the total composition H18O9.

Element x y z (Å)
O 1.760 -2.071 -1.391
H 1.695 -2.136 -2.350
H 2.490 -1.438 -1.237
O -1.411 -2.007 -1.692
H -1.518 -2.963 -1.718
H -0.459 -1.868 -1.766
O 2.140 -0.200 2.660
H 1.710 -0.204 1.790
H 1.648 0.449 3.172
O -2.258 1.916 2.516
H -2.695 1.515 3.273
H -1.686 1.217 2.174
O 0.362 2.967 -0.839
H 0.637 2.148 -0.404
H 1.081 3.588 -0.693
O -2.967 0.543 -2.085
H -3.519 0.296 -1.340
H -2.232 -0.082 -2.063
O 0.695 0.248 0.227
H -0.261 0.388 0.300
H 0.802 -0.377 -0.505
O -2.097 -0.590 1.086
H -2.021 -1.535 1.255
H -3.014 -0.457 0.828
O 3.571 -0.142 -0.467
H 3.211 0.518 0.139
H 4.336 0.279 -0.871

For the LUMO energy, the calculation gives 0.040 eV. The value obtained for the maximum force is 0.50 eV/A. As for the SMILES: O.O.O.O.O.O.O.O.O. For the HOMO energy, the calculation gives -11.0 eV. The molecular weight is 162.14 g/mol. The calculation puts the total energy at -687.95218 hartree.

Atomic partial charges in e from the Mulliken method, atoms 1 to 6: O -0.69; H 0.36; H 0.35; O -0.62; H 0.28; H 0.29